14
Properties=species:S:1:pos:R:3 method="wB97M-V/def2-TZVPD" total_charge=+1 homo_energy_ev=-13.7 de_lowest_kj_mol=233.8 e_lumo_ev=-5.83 gap_ha=0.2880
S -1.743 -1.048 -0.325
S 0.296 -0.288 -2.542
N -0.308 1.810 0.397
N 0.595 -0.195 1.317
C -0.234 -0.587 -0.859
C 0.186 1.161 1.341
C 0.955 -0.774 -0.027
H 1.845 -0.396 -0.553
H -2.542 -0.642 -1.348
H -0.773 -0.848 -3.107
H 0.151 1.513 2.409
H -0.454 2.742 0.765
H 1.087 -1.793 0.295
H 0.937 -0.654 2.237

---

74
Properties=species:S:1:pos:R:3 method="wB97M-V/def2-TZVPD" total_charge=+3 multiplicity=5 homo_energy_ev="-17.1 / -17.1" e_lumo_ev="-10.57 / -13.40" gap_ha="0.2400 / 0.1358"
Se 0.103 2.928 -2.506
Mn -0.135 -0.032 -0.143
P -2.435 0.512 0.018
P 0.211 2.061 1.669
P 2.232 -0.126 -0.193
O 0.209 -1.257 3.253
C 0.793 0.226 -6.317
C 0.802 -3.658 3.436
C 0.835 2.418 -5.229
C 3.014 -0.805 1.298
C 3.128 1.385 -0.652
C -0.122 -1.141 4.647
C -0.522 -3.300 -3.081
C -1.582 -1.433 4.947
C 0.202 -0.311 -5.163
C 0.318 1.854 -4.059
C 1.645 1.981 2.810
C 0.412 3.764 0.996
C 0.079 -2.564 2.669
C -0.063 0.502 -4.067
C -3.150 -0.101 1.573
C -1.081 2.376 2.937
C -2.999 2.223 -0.226
C 2.585 -1.332 -1.492
C 1.092 1.614 -6.352
C -0.908 -3.524 -4.351
C -3.254 -0.449 -1.268
H 0.576 4.507 1.785
H 1.546 2.066 -7.224
H 0.508 -1.809 5.256
H -0.543 0.123 -3.167
H 1.604 2.792 3.550
H 2.590 2.068 2.257
H -0.868 -2.427 -2.532
H 1.030 -0.425 -7.168
H 1.578 1.014 3.326
H 2.317 -2.329 -1.119
H -3.051 0.684 2.333
H 3.659 -1.286 -1.711
H 0.613 -4.620 2.949
H -1.731 -2.514 5.075
H -1.174 1.462 3.539
H 2.017 -1.122 -2.408
H -1.539 -2.881 -4.982
H 0.497 -3.738 4.486
H -2.833 2.818 0.678
H -4.075 2.190 -0.440
H -2.227 -1.069 4.138
H 1.043 3.483 -5.243
H -2.606 -1.000 1.915
H 2.645 -1.826 1.461
H -0.786 3.212 3.589
H -4.295 -0.110 -1.325
H 2.782 -0.208 2.187
H 0.128 -0.095 4.891
H 1.887 -3.491 3.415
H -0.621 -4.465 -4.844
H 0.119 1.701 -1.532
H 4.110 1.111 -1.064
H -2.472 2.690 -1.071
H 3.267 2.012 0.237
H -0.499 4.024 0.444
H 0.110 -4.049 -2.581
H -0.985 -2.815 2.530
H -2.776 -0.343 -2.253
H -4.208 -0.380 1.456
H 2.571 1.949 -1.416
H 1.266 3.771 0.309
H -1.880 -0.954 5.889
H 0.484 -2.448 1.648
H 4.103 -0.831 1.155
H -3.211 -1.501 -0.958
H -0.041 -1.380 -5.090
H -2.043 2.627 2.478

---

7
Properties=species:S:1:pos:R:3 method="wB97M-V/def2-TZVPD" smiles="S=P(S)(S)Cl" homo_energy_ev=-9.3 de_lowest_kj_mol=0.0 e_lumo_ev=-0.17 gap_ha=0.3343
Cl 0.214 1.923 0.397
S 1.759 -0.845 0.432
S -0.346 -0.344 -1.912
S -1.666 -0.687 1.273
P -0.196 0.002 0.148
H -1.632 -0.053 -1.980
H 1.867 0.005 1.642

---

18
Properties=species:S:1:pos:R:3 method="wB97M-V/def2-TZVPD" homo_energy_ev=-9.7 de_lowest_kj_mol=482.3 e_lumo_ev=0.71 gap_ha=0.3822
O -0.945 0.739 -0.072
N 1.277 0.240 -0.373
N -0.114 -1.431 0.605
N 0.908 -0.761 -2.549
N 0.358 0.467 1.839
C 0.119 -0.016 0.507
C 1.294 -0.074 -1.615
C -2.220 0.593 0.538
H 0.876 -0.441 -3.504
H 2.944 0.560 -1.717
H -2.865 1.351 0.098
H 1.099 -0.066 2.276
H -2.178 0.747 1.620
H 0.606 1.449 1.807
H -2.665 -0.389 0.340
H -0.357 -1.832 -0.293
H -0.832 -1.641 1.287
H 2.695 0.506 -0.791

---

12
Properties=species:S:1:pos:R:3 method="wB97M-V/def2-TZVPD" homo_energy_ev=-9.1 de_lowest_kj_mol=320.9 e_lumo_ev=-0.02 gap_ha=0.3331
O -2.262 -0.912 0.036
N 1.156 1.015 0.017
N 2.156 -1.200 -0.146
N -1.158 1.050 -0.066
N -0.033 -1.178 0.184
C 0.006 1.709 0.003
C 1.223 -0.326 -0.065
C -1.063 -0.368 0.063
H 0.117 2.765 -0.140
H -2.958 -0.193 -0.683
H 1.940 1.579 0.693
H 3.157 -0.744 -0.083

---

80
Properties=species:S:1:pos:R:3 method="wB97M-V/def2-TZVPD" total_charge=-1 homo_energy_ev=-3.1 de_lowest_kj_mol=68.9 e_lumo_ev=2.19 gap_ha=0.1936
Ca 0.795 -0.747 0.675
S 1.229 -0.785 -2.552
S 4.213 -3.827 3.162
P -1.442 0.686 -1.021
F 4.960 -4.112 -1.417
F 2.527 -3.069 -1.061
F 5.795 -1.004 -4.826
F 3.389 0.080 -4.451
F 6.615 -3.111 -3.329
O -1.076 0.570 1.941
N 2.442 -2.592 1.825
N -0.365 -2.164 2.279
N -0.228 -2.810 4.380
C -0.684 2.174 -1.780
C -2.706 -1.170 2.308
C 2.824 -1.444 -2.741
C -5.083 2.632 1.103
C 0.247 4.369 -1.378
C 1.943 1.933 2.235
C -3.821 -1.068 3.349
C -4.275 1.735 1.783
C -0.401 3.234 -0.915
C 4.085 3.034 2.075
C -3.706 2.400 -0.849
C 1.821 -3.044 2.980
C 3.727 -0.961 -3.689
C 4.557 -3.077 -2.176
C -2.239 0.215 1.841
C 0.431 -2.702 3.183
C 2.315 0.898 1.347
C -4.799 2.964 -0.215
C -0.254 2.245 -3.101
C -2.887 0.400 -3.490
C -3.672 -1.476 4.648
C 0.642 4.448 -2.708
C -2.136 -1.595 -2.395
C -1.488 -2.269 4.254
C 3.636 1.001 0.862
C 4.979 -1.507 -3.891
C 0.403 3.381 -3.561
C -2.658 -2.365 -3.426
C 2.634 -3.740 3.817
C 3.691 -2.935 1.801
C -3.189 1.147 1.139
C 3.306 -2.520 -1.999
C 2.797 2.978 2.594
C -2.240 -0.206 -2.413
C 5.405 -2.574 -3.135
C -3.410 -0.364 -4.522
C -2.515 -2.083 5.192
C -3.293 -1.750 -4.493
C 4.507 2.033 1.206
C -2.896 1.476 -0.193
C -1.545 -1.887 2.915
H -3.693 -2.345 -5.306
H 1.153 5.332 -3.071
H -2.441 -2.393 6.226
H 2.390 -4.220 4.754
H -4.525 -1.337 5.309
H -3.897 0.124 -5.358
H -5.421 3.677 -0.743
H -4.778 -0.694 3.008
H 4.376 -2.699 0.995
H 5.512 2.063 0.793
H -3.075 -1.669 1.393
H 0.945 1.931 2.670
H -0.678 3.162 0.131
H 0.184 -3.119 5.241
H -0.400 1.409 -3.770
H 0.455 5.185 -0.696
H -1.625 -2.080 -1.575
H -3.460 2.702 -1.859
H 2.455 3.753 3.275
H -2.971 1.478 -3.539
H 4.015 0.243 0.172
H 4.752 3.848 2.341
H -4.460 1.511 2.825
H 0.747 3.418 -4.589
H -2.547 -3.443 -3.405
H -5.922 3.091 1.610